Record 1
{
  "formula": "C4H12NO2",
  "method": "the ωB97M-V functional and the def2-TZVPD basis",
  "e_lumo_ha": -0.12763,
  "total_charge": 1,
  "spin_multiplicity": 1,
  "max_force_ev_per_a": 3.90,
  "homo_lumo_gap_ev": 11.4,
  "relative_energy_kcal_mol": 55.0,
  "species": ["O", "C", "C", "N", "C", "C", "H", "H", "H", "H", "H", "H", "H", "H", "H", "H", "H", "H", "O"],
  "coordinates": [[2.149, -1.507, -0.468], [1.082, -1.622, -1.028], [0.029, -0.666, -0.586], [0.650, 0.154, 0.405], [0.631, -0.568, 1.702], [-0.422, 0.154, -1.840], [0.730, -2.370, -1.855], [-0.890, -1.107, -0.196], [0.191, 1.086, 0.427], [1.704, 0.317, 0.119], [0.174, 0.205, 2.416], [-0.160, -1.297, 1.649], [1.564, -0.944, 2.125], [0.289, 0.676, -2.483], [-0.885, -0.459, -2.678], [-1.326, 0.811, -1.494], [-1.172, 2.527, 1.678], [-2.484, 2.610, 0.882], [-1.855, 2.001, 1.222]]
}


Record 2
{
  "formula": "C4H12NO2P",
  "method": "the ωB97M-V functional and the def2-TZVPD basis",
  "e_lumo_ha": -0.02153,
  "spin_multiplicity": 1,
  "max_force_ev_per_a": 4.83,
  "homo_lumo_gap_ev": 7.8,
  "relative_energy_kcal_mol": 106.1,
  "species": ["C", "C", "C", "C", "N", "O", "O", "P", "H", "H", "H", "H", "H", "H", "H", "H", "H", "H", "H", "H"],
  "coordinates": [[0.149, -0.914, 1.262], [1.341, -1.299, -0.873], [0.002, -0.965, -0.197], [-0.126, 1.689, -0.585], [-0.447, 2.434, 0.408], [-0.931, -0.275, -2.422], [-2.465, 1.348, -1.491], [-1.257, 0.257, -1.089], [0.497, -1.772, 1.717], [0.635, -0.036, 1.584], [-0.720, -0.697, 1.797], [1.801, -2.311, -0.544], [1.358, -1.292, -1.912], [2.015, -0.607, -0.659], [-0.594, -1.759, -0.439], [0.861, 1.577, -0.630], [-2.242, 1.529, -2.408], [-1.442, 2.573, 0.474], [0.139, 2.887, 1.082], [-2.313, -0.223, -0.409]]
}


Record 3
{
  "formula": "C4H12NO2S",
  "method": "the ωB97M-V functional and the def2-TZVPD basis",
  "e_lumo_ha": [0.02110, -0.07329],
  "spin_multiplicity": 2,
  "max_force_ev_per_a": 1.04,
  "homo_lumo_gap_ev": [9.7, 6.9],
  "relative_energy_kcal_mol": 4.3,
  "s_squared": 0.75,
  "species": ["C", "N", "C", "O", "C", "C", "S", "H", "H", "H", "H", "H", "H", "H", "H", "H", "H", "H", "H", "O"],
  "coordinates": [[-0.469, 1.035, -0.687], [-0.047, -0.341, -0.467], [0.531, -0.727, 0.749], [1.968, -0.917, 0.697], [-1.786, 1.442, 0.022], [-1.615, 2.423, 1.161], [-1.584, 4.151, 0.689], [0.351, 1.693, -0.392], [-0.585, 1.167, -1.754], [-0.266, -1.038, -1.147], [0.392, 0.041, 1.500], [0.158, -1.698, 1.072], [-2.247, 0.513, 0.385], [-2.505, 1.817, -0.702], [-0.730, 2.197, 1.767], [-2.443, 2.355, 1.868], [2.280, -0.640, -0.180], [2.936, -3.791, -1.864], [2.691, -4.927, -0.905], [2.973, -4.756, -1.813]]
}


Record 4
{
  "formula": "C4H12NO2Tl",
  "method": "the ωB97M-V functional and the def2-TZVPD basis",
  "e_lumo_ha": -0.52532,
  "total_charge": 2,
  "spin_multiplicity": 1,
  "max_force_ev_per_a": 2.43,
  "homo_lumo_gap_ev": 4.3,
  "relative_energy_kcal_mol": 0.0,
  "species": ["Tl", "O", "H", "C", "C", "C", "O", "C", "N", "H", "H", "H", "H", "H", "H", "H", "H", "H", "H", "H"],
  "coordinates": [[-2.997, 0.437, -0.943], [-3.408, -0.084, 1.071], [-3.598, -0.969, 1.366], [1.858, -1.673, 0.193], [0.672, -0.767, 0.355], [0.731, 0.404, -0.532], [-0.122, 1.411, 0.088], [-0.008, 2.699, -0.525], [-0.580, -1.474, 0.201], [1.704, -2.667, 0.597], [2.788, -1.285, 0.608], [1.972, -1.918, -0.898], [0.655, -0.306, 1.301], [0.364, 0.147, -1.500], [1.736, 0.726, -0.601], [-0.455, 3.430, 0.211], [-0.633, 2.912, -1.419], [1.091, 2.854, -0.788], [-1.322, -1.372, 0.927], [-0.447, -2.506, 0.286]]
}


Record 5
{
  "formula": "C4H12NO3",
  "method": "the ωB97M-V functional and the def2-TZVPD basis",
  "e_lumo_ha": 0.12952,
  "total_charge": -1,
  "spin_multiplicity": 1,
  "max_force_ev_per_a": 4.15,
  "homo_lumo_gap_ev": 6.8,
  "relative_energy_kcal_mol": 43.2,
  "species": ["C", "O", "C", "C", "C", "O", "N", "H", "H", "H", "H", "H", "H", "H", "H", "H", "H", "H", "H", "O"],
  "coordinates": [[-0.062, 1.212, 1.069], [0.777, 0.354, 1.711], [-0.136, 0.816, -0.491], [-0.519, -0.738, -0.725], [-0.796, -1.052, -2.228], [-1.614, -2.295, -2.243], [1.208, 1.024, -1.157], [-1.022, 1.187, 1.558], [0.563, 2.105, 1.134], [-0.816, 1.452, -1.035], [0.412, -1.261, -0.337], [-1.300, -0.907, -0.031], [-1.430, -0.256, -2.787], [0.112, -1.372, -2.809], [-1.408, -3.011, -1.678], [1.826, 0.413, -0.608], [1.650, 1.988, -1.020], [1.398, -0.353, 4.002], [0.455, 0.465, 3.320], [0.702, 0.232, 4.356]]
}


Record 6
{
  "formula": "C4H12NO3",
  "method": "the ωB97M-V functional and the def2-TZVPD basis",
  "e_lumo_ha": 0.14377,
  "total_charge": -1,
  "spin_multiplicity": 1,
  "max_force_ev_per_a": 2.78,
  "homo_lumo_gap_ev": 7.5,
  "relative_energy_kcal_mol": 25.6,
  "species": ["C", "C", "C", "O", "N", "C", "O", "H", "H", "H", "H", "H", "H", "H", "H", "H", "H", "H", "H", "O"],
  "coordinates": [[-0.691, 0.548, -1.266], [-0.040, -0.601, -2.082], [0.368, -1.750, -1.181], [-0.596, -2.017, -0.123], [0.269, 1.399, -0.591], [0.066, 1.464, 0.875], [0.799, 0.496, 1.502], [-1.290, 1.155, -1.959], [-1.426, 0.202, -0.546], [-0.577, -0.667, -3.015], [0.845, -0.039, -2.398], [0.264, -2.761, -1.592], [1.347, -1.642, -0.737], [-0.564, -1.283, 0.513], [1.231, 1.145, -0.770], [0.331, 2.498, 1.191], [-1.018, 1.365, 1.092], [0.602, 0.209, 2.956], [-0.220, 0.497, 4.260], [0.300, -0.216, 3.871]]
}


Record 7
{
  "formula": "C4H12NO3",
  "method": "the ωB97M-V functional and the def2-TZVPD basis",
  "e_lumo_ha": 0.13724,
  "total_charge": -1,
  "spin_multiplicity": 1,
  "max_force_ev_per_a": 6.29,
  "homo_lumo_gap_ev": 6.9,
  "relative_energy_kcal_mol": 77.7,
  "species": ["C", "N", "C", "C", "O", "C", "O", "H", "H", "H", "H", "H", "H", "H", "H", "H", "H", "H", "H", "O"],
  "coordinates": [[-0.381, -1.481, 0.966], [0.505, -0.889, -0.169], [0.406, 0.593, -0.426], [-1.076, 1.042, -0.296], [-1.756, 1.367, 0.969], [1.432, 1.141, 0.663], [2.593, 0.559, 0.689], [0.133, -1.559, 2.017], [-1.329, -1.119, 0.927], [-0.371, -2.432, 0.562], [1.584, -1.088, -0.250], [0.821, 0.719, -1.425], [-1.291, 1.946, -1.038], [-1.882, 0.265, -0.846], [-1.102, 1.416, 1.728], [1.457, 2.285, 0.360], [0.813, 1.018, 1.664], [-0.752, -2.368, -1.539], [-0.991, -0.943, -1.953], [-1.200, -1.886, -2.217]]
}


Record 8
{
  "formula": "C4H12NO3",
  "method": "the ωB97M-V functional and the def2-TZVPD basis",
  "e_lumo_ha": -0.33927,
  "total_charge": 1,
  "spin_multiplicity": 1,
  "max_force_ev_per_a": 6.77,
  "homo_lumo_gap_ev": 4.9,
  "relative_energy_kcal_mol": 154.5,
  "species": ["C", "C", "C", "C", "O", "O", "N", "H", "H", "H", "H", "H", "H", "H", "H", "H", "H", "H", "H", "O"],
  "coordinates": [[0.120, 0.171, 2.604], [-0.688, -0.574, 1.514], [-1.144, 0.421, 0.480], [-0.611, 0.277, -0.819], [1.214, 1.116, -3.707], [-0.840, 0.937, -1.863], [-1.778, -1.306, 2.064], [1.183, 0.285, 2.190], [-0.345, 1.171, 2.529], [0.094, -0.218, 3.601], [-0.045, -1.200, 0.940], [-2.157, 0.839, 0.346], [0.151, -0.572, -0.966], [0.429, 1.213, -3.099], [0.743, 1.264, -4.503], [-1.529, -2.044, 2.692], [-2.749, -1.065, 2.085], [2.007, 0.046, -2.471], [3.410, -0.221, -1.707], [2.535, -0.540, -1.911]]
}